A cluster of 2 separate species, C4H12 in total. Source: OMol25; level of theory: ωB97M-V/def2-TZVPD.

Last column: Mulliken charge in e.
Cartesian coordinates (Å):
C1 1.807 1.291 -0.286  -0.759
C2 1.347 1.166 1.199  -0.849
H1 2.815 1.694 -0.359  0.333
H2 1.910 0.285 -0.677  0.222
H3 1.081 1.861 -0.856  0.249
H4 2.122 1.508 1.885  0.335
H5 1.284 0.107 1.441  0.232
H6 0.419 1.706 1.340  0.251
C3 -2.232 -1.651 -0.429  -1.042
C4 -0.971 -0.776 -0.478  -0.640
H7 -1.970 -2.657 -0.757  0.291
H8 -2.646 -1.678 0.577  0.316
H9 -2.973 -1.259 -1.120  0.301
H10 -1.167 0.247 -0.152  0.256
H11 -0.628 -0.677 -1.508  0.290
H12 -0.198 -1.168 0.178  0.212

Net charge: 0
Gap between HOMO and LUMO: 12.75 eV
SMILES string: CC.CC
Lowest unoccupied orbital energy: 1.2 eV